# 1
ORCA calculation (ωB97M-V/def2-TZVPD) on a molecular structure, C23H31BrN3O2Sc at a distorted geometry.

Positions of all 61 atoms, in Å:
Sc 0.586 -1.816 1.435
C -1.190 -4.125 4.749
C -1.132 -3.779 3.301
O -0.375 -2.855 2.881
N -1.880 -4.434 2.435
C -1.963 -4.078 1.017
C -0.767 -4.481 0.178
C -0.772 -5.650 -0.555
C 0.310 -5.949 -1.374
C 1.363 -5.053 -1.458
C 1.294 -3.897 -0.706
N 0.269 -3.623 0.112
H -0.401 -3.607 5.283
H -1.087 -5.201 4.891
H -2.158 -3.822 5.155
H -2.493 -5.154 2.790
H -2.135 -3.003 0.936
H -2.853 -4.562 0.622
H -1.623 -6.317 -0.500
H 0.319 -6.862 -1.954
H 2.213 -5.233 -2.100
H 2.081 -3.152 -0.768
C 0.726 5.766 1.078
C -0.359 5.123 0.204
C -0.309 5.761 -1.184
C -1.740 5.387 0.821
C -0.127 3.612 0.147
C -0.072 2.882 1.340
C 0.133 1.535 1.239
Br 0.197 0.473 2.854
C 0.291 0.830 0.049
O 0.489 -0.525 0.170
C 0.237 1.528 -1.145
C 0.024 2.913 -1.039
C 0.381 0.936 -2.557
C 1.551 1.637 -3.266
C 0.653 -0.571 -2.603
C -0.921 1.200 -3.329
H 0.596 6.848 1.090
H 1.724 5.550 0.693
H 0.676 5.423 2.114
H -0.458 6.837 -1.090
H -1.096 5.382 -1.840
H 0.657 5.606 -1.670
H -1.922 6.461 0.881
H -1.812 4.983 1.833
H -2.532 4.941 0.218
H -0.190 3.357 2.304
H -0.024 3.471 -1.963
H 2.488 1.478 -2.728
H 1.395 2.711 -3.358
H 1.665 1.235 -4.274
H 1.589 -0.830 -2.103
H 0.745 -0.864 -3.650
H -0.158 -1.152 -2.164
H -1.127 2.266 -3.431
H -1.776 0.738 -2.831
H -0.846 0.782 -4.334
N 3.924 -2.371 2.395
C 2.840 -2.186 2.075
H 4.882 -2.500 2.680

HOMO energy	-13.54	eV
gap between HOMO and LUMO	7.13	eV
energy above the lowest of the compared OMol25 structures with the same formula, charge and spin	4.7	kcal per mole
spin multiplicity	1
charge	+2
total energy	-4544.14194	Eh
max |F|	1.131	eV/A

Atomic partial charges in e from the Mulliken method, atoms 1 to 5: atom 1 (Sc): 0.6981, atom 2 (C): -1.3474, atom 3 (C): 0.6611, atom 4 (O): -0.5218, atom 5 (N): 0.0059


# 2
ORCA calculation (ωB97M-V/def2-TZVPD) on a molecular structure, C23H31Cl2InN4O3 at a distorted geometry.

Positions of all 64 atoms, in Å:
O 1.701 0.944 -2.226
C 1.087 1.123 -3.323
C 1.625 2.099 -4.244
C 2.279 3.269 -3.777
H 2.215 3.522 -2.728
C 2.983 4.091 -4.657
H 3.474 5.013 -4.306
C 3.019 3.752 -6.018
H 3.538 4.424 -6.709
C 2.347 2.619 -6.498
H 2.359 2.417 -7.576
C 1.639 1.795 -5.618
H 1.100 0.922 -5.966
H 0.347 0.342 -3.622
C -1.844 1.707 -3.526
C -1.470 0.309 -3.336
H -2.925 1.884 -3.457
H -1.423 2.151 -4.427
H -1.404 2.194 -2.639
C -1.820 -0.607 -2.444
C -3.210 -0.987 -1.932
H -1.026 -1.115 -1.888
H -3.997 -0.737 -2.663
H -3.430 -0.481 -0.974
H -3.285 -2.064 -1.709
In 1.922 0.719 -0.209
Cl 0.026 2.282 -0.070
Cl 4.314 0.763 -0.287
C -2.125 0.106 1.913
O -1.538 -0.826 1.342
N -2.461 0.125 3.216
C -2.265 -1.043 4.052
C -3.100 1.264 3.856
H -2.406 1.033 1.372
H -1.725 -1.797 3.477
H -3.235 -1.440 4.377
H -1.687 -0.765 4.941
H -3.166 2.092 3.142
H -2.515 1.592 4.727
H -4.112 1.005 4.195
H 0.585 -4.819 0.858
H 2.618 -5.378 -0.307
C 0.247 -4.147 0.059
C 2.307 -4.756 -1.155
N 1.424 -3.697 -0.689
H -0.327 -3.320 0.476
C 1.778 -2.433 -0.923
O 1.205 -1.424 -0.402
H 3.182 -4.299 -1.619
H 2.633 -2.309 -1.611
H -0.384 -4.760 -0.597
H 1.795 -5.390 -1.889
N 0.760 0.084 7.334
C 0.906 0.174 6.178
C 1.062 0.315 4.753
C 1.234 -0.814 3.940
C 1.267 -0.624 2.565
N 1.376 0.597 2.013
C 1.121 1.671 2.789
C 1.034 1.592 4.172
H 1.302 -1.835 4.342
H 1.253 -1.461 1.871
H 0.939 2.618 2.286
H 0.941 2.499 4.776

HOMO energy (spin up / spin down)	-6.32 / -4.51	eV
gap between HOMO and LUMO (spin up / spin down)	4.96 / 3.15	eV
energy above the lowest of the compared OMol25 structures with the same formula, charge and spin	83.2	kcal per mole
spin multiplicity	1
charge	0
total energy	-2450.17397	Eh
max |F|	2.939	eV/A

Atomic partial charges in e from the Mulliken method, atoms 1 to 5: atom 1 (O): -0.6806, atom 2 (C): -0.7504, atom 3 (C): 0.7613, atom 4 (C): -0.3602, atom 5 (H): 0.3457


# 3
ORCA calculation (ωB97M-V/def2-TZVPD) on a molecular structure, C23H31Cl2N4O3Tb at a distorted geometry.

Positions of all 64 atoms, in Å:
O -0.746 -0.306 1.977
C -1.637 -1.252 1.921
C -1.253 -2.509 2.693
C 0.099 -2.769 2.930
H 0.857 -2.099 2.515
C 0.461 -3.863 3.713
H 1.520 -4.038 3.897
C -0.527 -4.702 4.251
H -0.233 -5.550 4.870
C -1.877 -4.432 3.993
H -2.645 -5.082 4.410
C -2.246 -3.337 3.221
H -3.287 -3.103 3.017
H -2.622 -0.904 2.289
C -3.435 -0.965 -0.100
C -2.108 -1.590 0.228
H -4.237 -1.698 0.100
H -3.523 -0.661 -1.161
H -3.621 -0.064 0.503
C -1.697 -2.785 -0.266
C -2.362 -3.555 -1.371
H -0.830 -3.293 0.171
H -2.957 -4.391 -0.962
H -1.607 -3.991 -2.048
H -3.025 -2.911 -1.977
Tb -0.413 -0.460 -0.940
Cl 1.289 -2.385 -0.978
Cl -1.775 -0.341 -3.027
C 1.874 0.275 -3.106
O 1.169 0.759 -2.189
N 2.668 0.982 -3.908
C 2.686 2.441 -3.890
C 3.430 0.344 -4.972
H 1.877 -0.824 -3.274
H 2.115 2.817 -3.042
H 2.273 2.842 -4.835
H 3.733 2.792 -3.840
H 3.478 -0.729 -4.792
H 4.448 0.757 -5.003
H 2.974 0.526 -5.957
H -2.471 4.315 -1.301
H -2.977 4.820 1.499
C -2.948 3.380 -0.976
C -3.250 3.755 1.476
N -2.559 3.057 0.399
H -2.657 2.565 -1.651
C -1.507 2.275 0.642
O -0.914 1.657 -0.277
H -2.981 3.291 2.435
H -1.198 2.186 1.696
H -4.030 3.520 -0.989
H -4.332 3.675 1.322
N 3.579 4.754 2.843
C 3.541 3.783 2.181
C 3.510 2.590 1.382
C 4.682 2.069 0.814
C 4.614 0.878 0.108
C 3.366 0.245 -0.005
N 2.254 0.747 0.520
C 2.293 1.905 1.184
H 5.618 2.604 0.948
H 5.482 0.411 -0.355
H 3.251 -0.704 -0.529
H 1.344 2.275 1.572

HOMO energy (spin up / spin down)	-7.22 / -7.23	eV
gap between HOMO and LUMO (spin up / spin down)	7.32 / 7.34	eV
energy above the lowest of the compared OMol25 structures with the same formula, charge and spin	0.0	kcal per mole
spin multiplicity	7
charge	0
total energy	-3084.71609	Eh
max |F|	4.471	eV/A
expectation value of S²	12.671

Atomic partial charges in e from the Mulliken method, atoms 1 to 5: atom 1 (O): -0.7176, atom 2 (C): 0.1361, atom 3 (C): -0.1516, atom 4 (C): -0.2353, atom 5 (H): 0.3669


# 4
ORCA calculation (ωB97M-V/def2-TZVPD) on a molecular structure, C23H31F6O3Pr at a distorted geometry.

Positions of all 64 atoms, in Å:
O 0.568 -0.494 -3.490
C 0.531 0.739 -4.301
C 0.381 0.028 -5.629
H 1.462 1.310 -4.198
H -0.358 1.351 -4.120
C 0.474 -1.248 -4.746
H 1.192 0.185 -6.347
H -0.596 0.193 -6.111
C 1.689 -2.123 -4.953
H 2.636 -1.580 -4.844
H 1.655 -2.558 -5.955
H 1.622 -2.942 -4.229
C -0.788 -2.054 -4.871
H -1.678 -1.437 -4.714
H -0.738 -2.877 -4.160
H -0.837 -2.484 -5.877
Pr -0.189 -0.911 1.410
C -2.473 -1.290 2.871
C -2.359 0.120 3.022
C -2.609 0.715 1.761
H -2.241 0.664 3.960
C -2.880 -0.328 0.820
C -2.804 -1.573 1.513
H -3.012 -2.553 1.084
H -2.359 -2.007 3.677
H -2.708 1.789 1.582
H -3.181 -0.175 -0.219
C 1.037 -2.712 2.948
C 0.098 -3.417 2.125
C 0.577 -3.379 0.768
H -0.811 -3.917 2.466
C 1.804 -2.634 0.770
C 2.089 -2.237 2.111
H 2.977 -1.698 2.443
H 0.984 -2.594 4.030
H 0.111 -3.859 -0.105
H 2.415 -2.397 -0.107
O 0.595 1.677 -2.235
C -0.650 1.026 -1.760
C -1.693 2.127 -1.674
H -0.471 0.593 -0.742
H -0.960 0.227 -2.436
C -0.818 3.399 -1.814
H -2.244 2.114 -0.732
H -2.408 2.046 -2.502
C 0.584 2.890 -1.439
H -1.169 4.295 -1.304
H -0.789 3.578 -2.906
H 0.635 2.621 -0.367
H 1.423 3.533 -1.727
C 0.408 0.841 5.406
C 0.975 1.166 4.056
O 0.559 0.376 2.993
C 0.603 2.652 3.720
F 1.002 3.549 4.665
F 1.095 3.069 2.532
F -0.763 2.754 3.626
C 2.517 0.968 4.211
F 3.061 1.759 5.177
F 2.738 -0.343 4.584
F 3.220 1.155 3.078
H -0.673 0.993 5.425
H 0.883 1.512 6.129
H 0.659 -0.193 5.650

HOMO energy (spin up / spin down)	-8.32 / -8.34	eV
gap between HOMO and LUMO (spin up / spin down)	8.61 / 8.64	eV
energy above the lowest of the compared OMol25 structures with the same formula, charge and spin	0.0	kcal per mole
spin multiplicity	3
charge	0
total energy	-2236.90875	Eh
max |F|	3.408	eV/A
expectation value of S²	2.003

Atomic partial charges in e from the Mulliken method, atoms 1 to 5: atom 1 (O): -0.4580, atom 2 (C): -0.0751, atom 3 (C): -0.9328, atom 4 (H): 0.2786, atom 5 (H): 0.0158


# 5
ORCA calculation (ωB97M-V/def2-TZVPD) on a molecular structure, C23H31FN5O4ScSi.

Positions of all 66 atoms, in Å:
Sc 0.465 0.226 -0.013
O -1.616 2.910 3.465
C -0.807 2.140 2.700
O -0.893 2.501 1.332
C -0.127 1.035 3.026
C -0.181 0.509 4.391
C 0.749 -0.357 4.817
C 1.807 -0.747 3.915
C 1.697 -0.391 2.620
N 0.640 0.341 2.079
C 2.704 -0.710 1.587
O 3.796 -1.384 1.830
O 2.505 -0.328 0.428
H -1.150 3.249 4.240
H -0.977 0.833 5.048
H 0.727 -0.747 5.825
H 2.649 -1.310 4.294
H 3.880 -1.615 2.768
C -3.239 3.256 -0.239
Si -2.387 1.734 0.349
C -0.422 3.866 1.042
C -3.229 0.844 1.718
N -1.510 0.770 -0.693
C -1.408 0.963 -2.087
C -2.427 0.782 -3.020
C -2.189 0.975 -4.376
C -0.935 1.341 -4.849
C 0.113 1.534 -3.953
C -0.191 1.339 -2.635
F 0.850 1.544 -1.671
H -3.211 4.003 0.556
H -4.293 3.044 -0.430
H -2.815 3.674 -1.152
H -1.049 4.578 1.568
H -0.488 3.994 -0.034
H 0.609 3.922 1.384
H -3.430 1.484 2.576
H -2.685 -0.043 2.047
H -4.198 0.509 1.332
H -3.407 0.474 -2.676
H -3.001 0.832 -5.076
H -0.767 1.481 -5.907
H 1.104 1.833 -4.266
C -2.397 -4.478 -1.616
C -2.518 -3.586 -0.398
N -1.451 -2.580 -0.408
C -0.344 -2.609 -1.180
N 0.463 -1.543 -1.158
C 1.686 -1.619 -1.984
C 1.374 -2.311 -3.294
C 0.917 -3.718 -2.977
N -0.107 -3.695 -1.924
C -0.947 -4.888 -1.771
H -2.721 -3.946 -2.513
H -3.034 -5.352 -1.499
H -2.451 -4.175 0.519
H -3.473 -3.061 -0.391
H -1.651 -1.695 0.027
H 2.484 -2.142 -1.451
H 2.053 -0.605 -2.162
H 2.248 -2.342 -3.943
H 0.584 -1.768 -3.819
H 1.754 -4.342 -2.654
H 0.466 -4.188 -3.851
H -0.606 -5.465 -0.906
H -0.796 -5.504 -2.654

HOMO energy	-13.02	eV
gap between HOMO and LUMO	7.02	eV
energy above the lowest of the compared OMol25 structures with the same formula, charge and spin	53.2	kcal per mole
spin multiplicity	1
charge	+2
total energy	-2619.54383	Eh
max |F|	0.612	eV/A

Atomic partial charges in e from the Mulliken method, atoms 1 to 5: atom 1 (Sc): 0.1593, atom 2 (O): -0.5549, atom 3 (C): -0.4436, atom 4 (O): 0.6977, atom 5 (C): 0.5979


# 6
ORCA calculation (ωB97M-V/def2-TZVPD) on a molecular structure, C23H31FeN7S2 at a distorted geometry.

Positions of all 64 atoms, in Å:
Fe 0.038 0.135 0.514
C 0.460 2.666 3.904
C 0.599 1.721 2.765
N -0.375 1.183 2.119
C -1.812 1.415 2.396
C -2.599 0.333 1.653
N -2.081 0.117 0.262
C -2.609 1.033 -0.779
C -1.775 2.315 -0.926
N -0.361 2.085 -0.581
C 0.536 1.656 -1.697
C 0.459 0.140 -1.992
N 1.011 -0.658 -0.867
C 2.392 -0.734 -0.687
C 3.267 -1.443 -1.667
C 2.829 -0.088 0.493
C 4.128 0.140 1.006
C 4.281 0.948 2.104
C 3.166 1.554 2.737
C 1.925 1.282 2.243
N 1.779 0.465 1.168
H -0.544 3.076 3.982
H 1.171 3.486 3.795
H 0.699 2.155 4.843
H -2.095 2.414 2.052
H -2.035 1.366 3.461
H -3.658 0.585 1.651
H -2.485 -0.611 2.186
H -2.310 -0.826 -0.054
H -3.647 1.291 -0.570
H -2.598 0.476 -1.711
H -2.157 3.088 -0.261
H -1.871 2.696 -1.944
H 0.018 2.936 -0.185
H 1.559 1.895 -1.400
H 0.336 2.187 -2.633
H 1.010 -0.016 -2.925
H -0.565 -0.176 -2.174
H 2.664 -1.891 -2.455
H 3.826 -2.242 -1.168
H 4.000 -0.772 -2.125
H 4.987 -0.299 0.512
H 5.275 1.138 2.491
H 3.297 2.200 3.598
C 0.622 -1.685 3.575
C -0.096 -2.484 2.522
N -0.378 -2.127 1.272
C -1.026 -3.185 0.608
C -1.237 -4.278 1.378
S -0.597 -4.057 2.931
C -1.417 -3.214 -0.822
C -1.198 -4.293 -1.612
S -1.886 -4.033 -3.147
C -2.412 -2.470 -2.663
N -2.097 -2.179 -1.432
C -3.135 -1.566 -3.616
H 1.509 -1.215 3.161
H 0.937 -2.335 4.389
H -0.026 -0.915 4.003
H -1.760 -5.184 1.100
H -0.672 -5.208 -1.370
H -3.766 -2.138 -4.298
H -2.427 -1.000 -4.225
H -3.769 -0.864 -3.075

HOMO energy (spin up / spin down)	-12.71 / -13.82	eV
gap between HOMO and LUMO (spin up / spin down)	6.29 / 7.03	eV
energy above the lowest of the compared OMol25 structures with the same formula, charge and spin	11.6	kcal per mole
spin multiplicity	5
charge	+2
total energy	-3337.92438	Eh
max |F|	1.439	eV/A
expectation value of S²	6.067

Atomic partial charges in e from the Mulliken method, atoms 1 to 5: atom 1 (Fe): -0.9270, atom 2 (C): -1.8955, atom 3 (C): 0.4656, atom 4 (N): 1.0923, atom 5 (C): -0.7623


# 7
ORCA calculation (ωB97M-V/def2-TZVPD) on a molecular structure, C23H31HfNO2P2 at a distorted geometry.

Positions of all 60 atoms, in Å:
C -1.235 3.391 -2.466
C -1.107 2.023 -2.236
C 0.161 1.384 -2.434
C 1.251 2.188 -2.934
C 1.071 3.581 -3.147
C -0.149 4.182 -2.895
C 2.487 1.574 -3.092
C 2.637 0.204 -2.901
C 1.496 -0.551 -2.432
C 1.658 -1.962 -2.226
C 2.929 -2.512 -2.346
C 4.050 -1.754 -2.733
C 3.901 -0.418 -3.041
H -2.202 3.865 -2.272
H 1.933 4.146 -3.511
H -0.279 5.263 -3.006
H 3.350 2.180 -3.371
H 3.069 -3.566 -2.102
H 5.036 -2.222 -2.791
H 4.731 0.218 -3.367
N 0.388 0.110 -1.990
Hf 0.010 -0.304 1.092
C -2.241 1.232 -1.628
H -2.304 0.222 -2.055
H -3.206 1.755 -1.700
C 0.521 -2.821 -1.709
H -0.432 -2.537 -2.170
H 0.718 -3.895 -1.861
P -1.932 1.055 0.177
P 0.372 -2.572 0.112
C 1.632 -3.685 0.784
H 1.508 -3.716 1.876
H 1.496 -4.695 0.366
H 2.641 -3.312 0.561
C -1.166 -3.453 0.499
H -1.014 -4.521 0.289
H -1.390 -3.315 1.566
H -2.000 -3.058 -0.098
C -2.251 2.729 0.780
H -3.223 3.040 0.377
H -2.297 2.702 1.876
H -1.472 3.422 0.444
C -3.472 0.242 0.664
H -3.502 0.138 1.752
H -4.284 0.897 0.338
H -3.572 -0.734 0.177
C 2.125 -0.134 1.312
O 3.230 -0.317 1.732
H 1.312 0.978 0.655
C 0.213 0.599 5.073
C -0.893 -0.132 4.309
C -2.311 0.384 4.517
O -0.552 -0.170 2.921
H 0.424 1.602 4.660
H 1.138 0.007 5.045
H -0.034 0.711 6.142
H -0.909 -1.173 4.657
H -2.531 1.284 3.927
H -3.037 -0.398 4.259
H -2.493 0.621 5.574

HOMO energy	-13.63	eV
gap between HOMO and LUMO	5.78	eV
energy above the lowest of the compared OMol25 structures with the same formula, charge and spin	12.2	kcal per mole
spin multiplicity	1
charge	+2
total energy	-1830.47324	Eh
max |F|	7.099	eV/A

Atomic partial charges in e from the Mulliken method, atoms 1 to 5: atom 1 (C): -0.3665, atom 2 (C): -0.1734, atom 3 (C): 0.2299, atom 4 (C): 0.7978, atom 5 (C): -0.8658